(1)
A cluster of 2 separate species, C7H13N in total in a non-equilibrium geometry. Source: the Open Molecules 2025 dataset; level of theory: ωB97M-V/def2-TZVPD.

Cartesian coordinates (Å):
C (2.891, -0.003, 1.499)
C (0.761, 1.789, -0.457)
C (0.299, 0.662, -0.852)
C (-2.118, -0.227, -0.762)
C (-0.746, -0.140, 1.298)
C (0.007, -1.751, -0.358)
C (-0.673, -0.302, -0.179)
N (3.236, 0.898, 0.848)
H (0.408, 2.392, 0.462)
H (1.473, 2.179, -1.024)
H (0.685, 0.338, -1.775)
H (-2.360, 0.794, -1.037)
H (-2.933, -0.662, -0.077)
H (-2.333, -0.942, -1.584)
H (-1.182, -1.037, 1.797)
H (0.326, 0.090, 1.599)
H (-1.603, 0.663, 1.555)
H (-0.075, -2.216, -1.395)
H (-0.484, -2.566, 0.196)
H (1.041, -1.735, -0.054)
H (3.379, 1.775, 0.300)

Atomic forces in eV per Å
C 0.121 -0.098 -0.045
C 1.151 11.226 7.942
C -5.848 -12.017 -2.898
C -1.056 -1.867 0.206
C -1.233 1.912 1.662
C -1.399 -0.703 -1.593
C 0.762 -1.991 -1.206
N 0.238 1.619 -0.905
H 0.418 -0.996 -1.826
H 3.189 2.181 -1.874
H -0.085 -0.701 -1.322
H -0.254 0.024 -0.070
H 1.327 1.073 -0.112
H 0.801 0.807 -0.289
H 0.787 0.432 -0.396
H -1.672 -0.120 0.656
H 2.462 -1.081 -0.252
H 0.368 1.223 0.781
H -0.143 0.607 0.456
H 0.313 0.118 0.068
H -0.246 -1.648 1.018

As for the HOMO-LUMO gap (alpha / beta): 5.91 / 8.40 eV. Its multiplicity is 3. The LUMO energy (alpha / beta) comes out at 0.032 / -0.087 Eh. Its highest occupied orbital energy (alpha / beta) is -5.0 / -10.8 eV. As for the relative energy (zero: lowest compared OMol25 entry of this formula, charge and spin): 74.4 kcal/mol. Its total energy is -328.964239 Eh.

---

(2)
A cluster of 2 separate species, C11H18O in total in a non-equilibrium geometry. Source: the Open Molecules 2025 dataset; level of theory: ωB97M-V/def2-TZVPD.

Cartesian coordinates (Å):
C (0.793, 2.490, 0.195)
C (1.598, 3.693, 0.664)
C (1.351, 1.146, 0.588)
C (0.529, 0.277, 1.281)
C (2.661, 0.773, 0.310)
C (0.949, -1.008, 1.600)
C (3.121, -0.491, 0.658)
C (2.261, -1.373, 1.269)
O (2.768, -2.588, 1.658)
H (-0.260, 2.548, 0.480)
H (0.684, 2.531, -0.894)
H (1.565, 4.611, 0.082)
H (-0.510, 0.454, 1.534)
H (3.286, 1.508, -0.176)
H (0.362, -1.853, 1.927)
H (4.158, -0.691, 0.430)
H (2.099, -3.070, 2.154)
H (2.651, 3.452, 0.763)
H (1.185, 4.071, 1.607)
C (-2.713, -1.042, -0.898)
C (-3.128, -0.716, -2.382)
C (-2.611, -2.581, -0.873)
H (-3.513, -0.546, -0.354)
H (-1.721, -0.661, -0.695)
H (-2.302, -0.205, -2.877)
H (-3.342, -1.610, -2.979)
H (-3.545, -3.055, -1.165)
H (-2.456, -2.931, 0.150)
H (-4.120, -0.281, -2.514)
H (-1.800, -2.853, -1.541)

Atomic forces in eV per Å
C -0.359 0.245 -1.112
C -0.262 0.678 0.775
C -0.437 0.767 0.462
C -0.645 -1.579 0.173
C -0.727 -0.152 0.166
C 1.583 -0.329 -1.001
C 0.440 1.134 -0.551
C -0.111 -0.291 0.906
O 0.028 -0.065 -0.293
H 0.134 0.080 0.477
H 0.402 -0.129 -0.171
H -0.252 -0.264 -0.790
H 0.044 0.680 -0.205
H 0.294 -0.178 -0.102
H -0.683 0.431 0.507
H -0.016 -0.560 0.175
H 0.000 0.012 -0.022
H 0.083 -0.044 0.281
H 0.451 -0.451 0.306
C -1.069 -0.753 -2.483
C 0.277 -0.569 -0.230
C -0.596 0.670 1.454
H 0.376 -0.462 0.982
H -0.021 0.511 0.265
H -0.487 0.423 -0.285
H 0.705 -0.355 0.256
H -0.018 0.045 -0.375
H 0.499 -0.194 -0.066
H 0.357 1.031 0.418
H 0.013 -0.333 0.082

As for the HOMO-LUMO gap: 9.23 eV. The LUMO energy comes out at 0.030 Eh. Its highest occupied orbital energy is -8.4 eV. As for the relative energy (zero: lowest compared OMol25 entry of this formula, charge and spin): 24.4 kcal/mol. Its total energy is -505.141798 Eh.

---

(3)
A structure of composition C23H43Cl3N3O4PbSi in a non-equilibrium geometry. Source: the Open Molecules 2025 dataset; level of theory: ωB97M-V/def2-TZVPD.

Cartesian coordinates (Å):
C (2.706, -2.683, -2.793)
C (1.964, -1.813, -3.732)
H (2.323, -3.714, -2.781)
H (2.442, -2.206, -1.809)
H (3.807, -2.690, -2.885)
C (1.718, -2.191, -4.991)
C (2.172, -3.507, -5.547)
H (1.299, -1.482, -5.717)
H (1.856, -4.380, -4.946)
H (3.274, -3.435, -5.516)
H (1.869, -3.707, -6.589)
Pb (2.185, 0.425, 0.910)
Cl (3.287, 1.429, 3.040)
Cl (3.240, -1.727, -0.277)
C (-0.184, 3.359, 2.051)
O (-0.857, 2.381, 2.378)
N (-0.680, 4.457, 1.418)
C (-2.074, 4.470, 1.022)
C (0.232, 5.301, 0.661)
H (0.901, 3.429, 2.299)
H (-2.659, 4.061, 1.835)
H (-2.252, 3.892, 0.108)
H (-2.347, 5.504, 0.835)
H (1.196, 5.374, 1.192)
H (-0.189, 6.307, 0.561)
H (0.413, 4.909, -0.359)
H (0.045, -4.752, 3.199)
H (-0.215, -3.776, 0.784)
C (-1.011, -5.012, 3.105)
C (-1.274, -4.055, 0.854)
N (-1.656, -4.036, 2.251)
H (-1.448, -5.003, 4.105)
C (-2.237, -2.921, 2.774)
O (-2.775, -2.028, 2.132)
H (-1.858, -3.329, 0.278)
H (-2.135, -2.841, 3.877)
H (-1.084, -6.029, 2.693)
H (-1.369, -5.055, 0.415)
O (0.723, -0.344, -2.045)
C (1.537, -0.391, -3.248)
C (-0.119, 0.171, -5.120)
C (1.009, 0.477, -4.368)
H (-0.671, -0.743, -4.913)
C (-0.526, 1.027, -6.145)
H (2.499, 0.037, -2.934)
C (1.813, 1.564, -4.719)
H (-1.416, 0.788, -6.731)
C (0.251, 2.140, -6.475)
C (1.451, 2.387, -5.794)
H (2.742, 1.693, -4.152)
H (-0.006, 2.759, -7.337)
H (2.150, 3.177, -6.099)
Si (-0.822, 0.426, -1.791)
Cl (0.613, -1.605, 2.244)
C (-2.184, -0.062, -2.965)
C (-0.526, 2.267, -2.114)
C (-1.258, 0.157, -0.010)
H (-2.226, 0.298, -4.006)
H (-3.101, 0.337, -2.504)
H (-2.316, -1.150, -3.028)
H (-1.298, -0.860, 0.419)
H (-2.028, 0.758, 0.500)
H (-0.349, 0.650, 0.362)
H (-0.165, 2.592, -3.103)
H (0.226, 2.665, -1.422)
H (-1.420, 2.890, -1.952)
C (0.898, -0.230, 7.181)
N (-0.355, 0.320, 7.632)
C (-0.656, 0.367, 9.047)
C (-1.260, 0.709, 6.699)
O (-1.045, 0.662, 5.496)
H (1.459, -0.546, 8.055)
H (1.451, 0.525, 6.620)
H (0.714, -1.073, 6.513)
H (-0.852, 1.401, 9.366)
H (-1.554, -0.226, 9.273)
H (0.197, -0.032, 9.599)
H (-2.204, 1.092, 7.138)

Atomic forces in eV per Å
C -1.187 0.219 0.918
C -0.948 0.475 -1.190
H 0.198 0.177 -0.183
H 0.301 -1.442 -1.642
H -0.509 0.143 -0.141
C -0.317 0.422 -0.474
C 0.585 -0.267 -0.061
H 0.031 -0.523 0.399
H 0.208 0.457 -0.126
H -0.223 -0.599 -0.157
H 0.037 0.331 0.409
Pb -0.675 -1.570 0.534
Cl 0.142 -0.063 -0.126
Cl 1.138 1.546 2.859
C -0.596 -1.434 0.736
O 0.864 1.470 -0.509
N 0.305 0.193 -0.355
C 0.353 -0.026 -0.075
C 0.265 -0.028 0.022
H -0.322 -0.009 -0.181
H -0.205 -0.128 0.031
H -0.012 -0.062 0.085
H -0.188 0.134 0.013
H -0.388 -0.062 -0.258
H 0.073 -0.141 0.095
H -0.058 0.119 0.340
H 0.221 -0.144 0.051
H -0.107 0.093 -0.083
C 0.332 0.316 0.043
C 0.432 0.086 -0.323
N -0.622 -0.160 -0.034
H -0.074 0.030 -0.117
C -0.004 0.845 -0.298
O 0.234 -0.906 0.343
H 0.057 -0.227 0.301
H -0.199 -0.282 -0.230
H -0.154 0.332 0.008
H -0.285 0.060 0.179
O -1.318 -0.040 -0.440
C 0.428 -0.392 0.379
C -0.185 0.358 -0.173
C 0.802 -0.006 0.062
H 0.146 0.293 -0.043
C 0.202 -0.068 -0.025
H -0.159 0.155 0.052
C -0.429 0.044 -0.480
H 0.246 0.120 0.204
C 0.525 -0.038 -0.119
C 0.202 -0.212 0.336
H -0.337 0.230 -0.337
H -0.071 -0.117 0.306
H -0.539 -0.198 0.060
Si 1.047 -0.034 -0.977
Cl 0.883 0.863 -0.308
C -0.957 -0.334 -0.437
C 0.043 0.883 0.130
C 0.453 0.183 0.170
H 0.355 0.099 0.643
H 0.097 -0.181 0.123
H -0.002 0.057 0.163
H 0.168 0.501 -0.383
H -0.047 -0.175 -0.677
H -0.082 -0.308 0.555
H -0.134 -0.602 0.113
H -0.001 -0.126 0.148
H -0.004 -0.347 0.137
C 0.094 0.002 -0.404
N -0.350 0.027 0.252
C -0.533 0.250 -0.089
C 0.448 0.014 -0.989
O -0.442 0.077 1.199
H 0.175 -0.068 -0.078
H 0.151 -0.129 -0.044
H 0.169 0.008 -0.016
H 0.139 -0.233 0.112
H 0.257 0.040 0.133
H -0.239 0.104 0.013
H 0.092 -0.074 -0.074

As for the HOMO-LUMO gap: 7.97 eV. The charge is -1. The LUMO energy comes out at 0.091 Eh. Its highest occupied orbital energy is -5.5 eV. As for the relative energy (zero: lowest compared OMol25 entry of this formula, charge and spin): 44.6 kcal/mol. Its total energy is -3230.501804 Eh.